# C3H3HgO2

A molecular structure, C3H3HgO2 (ωB97M-V/def2-TZVPD, OMol25).

As for the expectation value of S²: 0.7631. The relative energy (zero: lowest compared OMol25 entry of this formula, charge and spin) is 539.88 kJ/mol. Its HOMO-LUMO gap (spin up / spin down) is 0.293 / 0.237 Ha. Its spin multiplicity is 2.

Geometry (Å):
C1 -0.187 1.179 1.126
C2 -0.888 0.600 -0.015
H1 -1.883 0.187 0.230
H2 0.017 0.398 1.877
H3 -0.965 1.369 -0.808
O1 2.004 -1.091 -0.342
C3 1.135 -0.464 0.303
O2 -0.057 -0.464 -0.493
Hg1 0.823 -1.714 -1.879